[1]
{"formula": "C24H47N3O7", "method": "ωB97M-V/def2-TZVPD", "smiles": "C#C[C@@]1(CCCCNC(C)=O)COC(=O)C1.COCCNCCOC.COCCNCCOC", "species": ["C", "C", "C", "C", "C", "C", "C", "N", "C", "C", "O", "C", "O", "C", "O", "C", "H", "H", "H", "H", "H", "H", "H", "H", "H", "H", "H", "H", "H", "H", "H", "H", "H", "C", "O", "C", "C", "N", "C", "C", "O", "C", "H", "H", "H", "H", "H", "H", "H", "H", "H", "H", "H", "H", "H", "H", "H", "C", "O", "C", "C", "N", "C", "C", "O", "C", "H", "H", "H", "H", "H", "H", "H", "H", "H", "H", "H", "H", "H", "H", "H"], "coordinates": [[0.770, -2.946, 2.503], [0.849, -2.955, 1.309], [0.714, -2.691, -0.135], [-0.512, -1.837, -0.544], [-1.550, -1.681, 0.562], [-2.850, -1.033, 0.039], [-3.900, -2.098, -0.284], [-4.667, -1.772, -1.497], [-5.640, -2.721, -1.902], [-6.335, -3.609, -0.888], [-5.940, -2.823, -3.065], [2.107, -2.145, -0.555], [2.961, -3.281, -0.729], [2.229, -4.421, -0.690], [2.679, -5.515, -0.566], [0.750, -4.073, -0.850], [0.842, -2.843, 3.562], [-0.174, -0.856, -0.882], [-0.970, -2.317, -1.408], [-1.128, -1.055, 1.343], [-1.809, -2.660, 0.957], [-3.255, -0.422, 0.846], [-2.672, -0.373, -0.808], [-3.457, -3.083, -0.430], [-4.563, -2.198, 0.582], [-5.065, -0.844, -1.421], [-7.183, -3.044, -0.499], [-6.739, -4.483, -1.385], [-5.705, -3.916, -0.060], [2.500, -1.657, 0.339], [2.137, -1.408, -1.354], [0.423, -4.029, -1.883], [0.207, -4.785, -0.236], [4.326, 1.934, -6.629], [4.433, 2.319, -5.273], [3.926, 3.614, -4.977], [2.624, 3.547, -4.205], [1.528, 3.061, -5.033], [0.314, 2.702, -4.304], [0.391, 1.628, -3.222], [0.617, 0.315, -3.700], [1.963, -0.001, -4.007], [4.955, 1.057, -6.770], [3.300, 1.666, -6.902], [4.677, 2.726, -7.296], [3.816, 4.213, -5.886], [4.671, 4.103, -4.343], [2.376, 4.550, -3.844], [2.800, 2.909, -3.329], [1.839, 2.255, -5.557], [-0.413, 2.364, -5.046], [-0.096, 3.613, -3.853], [-0.589, 1.594, -2.740], [1.113, 1.876, -2.433], [2.665, 0.487, -3.327], [2.207, 0.249, -5.042], [2.075, -1.082, -3.903], [-2.281, 2.686, 6.206], [-1.795, 2.726, 4.879], [-0.612, 3.495, 4.699], [0.599, 2.619, 4.451], [0.990, 1.883, 5.646], [1.962, 0.815, 5.423], [1.610, -0.311, 4.456], [0.591, -1.190, 4.908], [-0.733, -0.717, 4.741], [-3.294, 2.289, 6.172], [-1.679, 2.031, 6.846], [-2.312, 3.685, 6.649], [-0.446, 4.168, 5.545], [-0.772, 4.110, 3.810], [1.434, 3.253, 4.137], [0.350, 1.953, 3.614], [0.167, 1.485, 6.077], [2.162, 0.360, 6.396], [2.900, 1.270, 5.089], [2.502, -0.935, 4.355], [1.377, 0.052, 3.448], [-0.843, -0.122, 3.831], [-1.063, -0.140, 5.607], [-1.386, -1.588, 4.666]]}

[2]
{"formula": "C18H48CaO22PS6", "method": "ωB97M-V/def2-TZVPD", "relative_energy_kcal_mol": 352.0, "total_charge": -1, "species": ["Ca", "P", "O", "O", "O", "O", "O", "S", "O", "O", "C", "C", "C", "H", "H", "H", "H", "H", "H", "H", "H", "O", "S", "O", "O", "C", "C", "C", "H", "H", "H", "H", "H", "H", "H", "H", "O", "S", "O", "O", "C", "C", "C", "H", "H", "H", "H", "H", "H", "H", "H", "O", "S", "O", "O", "C", "C", "C", "H", "H", "H", "H", "H", "H", "H", "H", "O", "S", "O", "O", "C", "C", "C", "H", "H", "H", "H", "H", "H", "H", "H", "O", "S", "O", "O", "C", "C", "C", "H", "H", "H", "H", "H", "H", "H", "H"], "coordinates": [[-1.998, -1.699, 0.097], [-4.675, -5.324, -1.865], [-5.527, -5.972, -0.762], [-4.528, -3.765, -2.130], [-3.797, -6.450, -2.256], [-3.674, -5.426, -0.722], [2.379, 1.917, 2.763], [3.359, 2.634, 3.499], [3.932, 1.963, 4.686], [4.598, 3.205, 2.546], [5.770, 3.585, 3.229], [6.964, 3.887, 2.267], [2.540, 4.261, 4.106], [6.094, 2.980, 4.076], [5.528, 4.615, 3.491], [7.643, 4.543, 2.810], [6.744, 4.409, 1.336], [7.525, 2.957, 2.174], [3.343, 4.925, 4.426], [1.976, 4.208, 5.038], [2.071, 4.764, 3.260], [-5.287, -1.780, 7.620], [-4.117, -1.094, 7.116], [-3.697, -1.194, 5.738], [-4.155, 0.550, 7.469], [-4.810, 1.081, 8.629], [-5.826, 2.148, 8.286], [-2.730, -1.531, 8.216], [-4.071, 1.398, 9.365], [-5.337, 0.307, 9.187], [-6.369, 1.745, 7.431], [-5.492, 3.157, 8.041], [-6.647, 2.247, 8.995], [-2.276, -2.433, 7.805], [-3.029, -1.954, 9.175], [-2.178, -0.617, 8.436], [-5.932, 3.194, 0.245], [-7.201, 3.722, -0.381], [-8.507, 3.077, -0.249], [-7.465, 5.296, 0.128], [-8.749, 5.889, -0.092], [-8.989, 7.106, 0.809], [-6.740, 4.011, -2.138], [-9.509, 5.175, 0.225], [-8.812, 6.282, -1.107], [-9.895, 7.664, 0.572], [-8.249, 7.893, 0.664], [-8.986, 6.846, 1.868], [-6.283, 4.993, -2.264], [-7.606, 3.957, -2.798], [-6.005, 3.259, -2.428], [0.860, 4.428, -3.893], [0.882, 3.218, -4.589], [0.248, 2.016, -3.942], [0.283, 3.464, -6.111], [0.250, 2.380, -6.982], [0.152, 2.951, -8.435], [2.704, 2.751, -4.946], [-0.543, 1.643, -6.852], [1.216, 1.877, -6.945], [0.559, 2.232, -9.145], [0.731, 3.873, -8.485], [-0.919, 3.091, -8.586], [3.059, 3.249, -5.849], [2.721, 1.662, -4.994], [3.292, 3.239, -4.169], [2.603, -4.823, 2.375], [2.981, -6.257, 2.391], [2.136, -7.231, 1.601], [4.539, -6.433, 1.801], [5.610, -5.607, 2.342], [5.794, -4.219, 1.824], [3.184, -6.847, 4.101], [6.498, -6.161, 2.037], [5.684, -5.696, 3.426], [6.642, -3.718, 2.289], [4.944, -3.549, 1.956], [5.983, -4.126, 0.754], [3.483, -7.892, 4.009], [2.203, -6.752, 4.567], [3.916, -6.241, 4.634], [2.219, -3.799, -4.455], [2.409, -4.237, -5.876], [1.496, -3.886, -6.986], [3.891, -3.556, -6.257], [4.560, -3.879, -7.484], [5.256, -2.613, -8.068], [2.767, -6.091, -5.934], [4.125, -4.513, -8.257], [5.458, -4.396, -7.146], [4.579, -1.790, -8.297], [5.804, -2.873, -8.974], [6.003, -2.234, -7.370], [3.252, -6.306, -4.981], [3.374, -6.384, -6.790], [1.791, -6.576, -5.941]]}

[3]
{"formula": "C9H10N6O7", "method": "ωB97M-V/def2-TZVPD", "species": ["O", "N", "C", "C", "N", "O", "C", "N", "O", "O", "C", "C", "N", "O", "O", "N", "C", "H", "C", "C", "O", "C", "N", "H", "H", "H", "H", "H", "H", "H", "H", "H"], "coordinates": [[-0.671, 4.275, 1.043], [0.135, 3.299, 1.044], [-0.281, 1.995, 1.036], [0.919, 1.305, 1.031], [1.933, 2.193, 1.028], [1.473, 3.428, 1.046], [0.930, -0.137, 0.983], [2.156, -0.892, 0.956], [3.229, -0.311, 1.174], [2.087, -2.109, 0.722], [-0.262, -0.810, 0.929], [-1.471, -0.087, 0.945], [-2.812, -0.402, 0.898], [-3.226, -1.588, 0.842], [-3.617, 0.678, 0.919], [-2.799, 1.714, 0.988], [-1.524, 1.298, 0.996], [-0.271, -1.888, 0.855], [0.377, -7.480, 2.966], [0.398, -6.183, 3.765], [1.520, -6.141, 4.640], [0.405, -4.944, 2.863], [0.442, -3.735, 3.654], [-0.500, -7.541, 2.319], [1.266, -7.548, 2.340], [0.377, -8.347, 3.626], [-0.496, -6.142, 4.410], [1.686, -5.205, 4.906], [1.301, -4.981, 2.234], [-0.463, -4.949, 2.194], [0.390, -2.906, 3.069], [-0.334, -3.714, 4.302]]}

no.,calculated total energy (eV)
1,-44447.998
2,-157214.512
3,-32754.913